## a
{
  "formula": "C3H7NO",
  "method": "ωB97M-V/def2-TZVPD",
  "total_charge": 0,
  "homo_lumo_gap_ev": 10.82,
  "homo_energy_ha": -0.3692,
  "lumo_energy_ev": 0.7737,
  "elements": ["C", "N", "H", "H", "H", "O", "C", "C", "H", "H", "H", "H"],
  "xyz": [[1.7487, 3.4081, -0.6593], [1.4043, 2.6979, -1.7145], [2.7008, 3.9410, -0.7843], [1.1970, 3.5050, 0.3321], [0.6579, 2.1040, -1.4361], [-2.0587, -1.6156, 2.1430], [-1.5139, -2.4026, 1.3616], [-0.8337, -2.0520, 0.0064], [-1.3259, -3.5360, 1.7038], [-1.3006, -1.2535, -0.6115], [-0.8750, -2.9827, -0.5755], [0.1990, -1.8136, 0.2341]]
}

## b
{
  "formula": "C3H7NO",
  "method": "ωB97M-V/def2-TZVPD",
  "total_charge": 0,
  "homo_lumo_gap_ev": 10.15,
  "homo_energy_ha": -0.3391,
  "lumo_energy_ev": 0.9217,
  "elements": ["C", "N", "H", "H", "H", "C", "C", "O", "H", "H", "H", "H"],
  "xyz": [[-1.9170, 0.3679, -0.2121], [-1.5588, 1.4472, -0.7918], [-1.3530, -0.1866, 0.5339], [-2.9600, 0.0710, -0.3518], [-2.4117, 1.9836, -0.9541], [2.1846, -0.0794, 0.7991], [1.1921, -0.3966, -0.0341], [0.5221, -1.5953, 0.0687], [2.8058, 0.7991, 0.6737], [2.3023, -0.6735, 1.6907], [0.6903, 0.3420, -0.6563], [0.5033, -2.0796, -0.7660]]
}

## c
{
  "formula": "C3H7NO",
  "method": "ωB97M-V/def2-TZVPD",
  "total_charge": 0,
  "homo_lumo_gap_ev": 11.05,
  "homo_energy_ha": -0.3680,
  "lumo_energy_ev": 1.0341,
  "elements": ["C", "C", "C", "H", "H", "H", "H", "H", "H", "H", "N", "O"],
  "xyz": [[-0.7989, -0.8746, -0.8421], [-0.4838, -0.4935, 0.6905], [1.3923, 1.2858, 0.1008], [-1.7533, -0.3940, -1.1434], [-0.0084, -0.7144, -1.5854], [-0.9292, -2.0159, -0.8699], [0.4221, -0.8896, 1.1323], [-1.3483, -0.9143, 1.2063], [2.1759, 2.0979, -0.1020], [1.5514, 0.2337, -0.1388], [0.3641, 1.7861, 0.5208], [-0.5840, 0.8927, 1.0309]]
}

## d
{
  "formula": "C3H7NO",
  "method": "ωB97M-V/def2-TZVPD",
  "total_charge": 0,
  "homo_lumo_gap_ev": 9.95,
  "homo_energy_ha": -0.3356,
  "lumo_energy_ev": 0.8136,
  "elements": ["C", "N", "C", "C", "O", "H", "H", "H", "H", "H", "H", "H"],
  "xyz": [[0.9594, -1.5852, -0.2819], [0.5402, -0.2038, -0.2779], [-0.7694, 0.2411, 0.0831], [-0.9059, 1.6998, 0.3006], [-1.3926, -0.6342, 0.7022], [1.2675, 0.4969, -0.2260], [-1.4271, 1.5875, -0.7904], [1.0567, -1.9459, -1.3065], [0.2538, -2.2046, 0.2611], [1.9328, -1.6636, 0.2140], [-0.0102, 2.2919, 0.1468], [-1.5054, 1.9202, 1.1749]]
}

On energetic grounds, d is preferred over the next structure by 60.5 kJ/mol.